Entry 1:
{"formula": "C14H46BNaO14", "method": "the ωB97M-V functional and the def2-TZVPD basis", "e_above_lowest_ev": 1.007, "gap_ev": 9.08, "total_energy_ev": -49017.992, "species": ["Na", "B", "H", "H", "H", "H", "C", "C", "O", "O", "H", "H", "H", "H", "H", "H", "C", "C", "O", "O", "H", "H", "H", "H", "H", "H", "C", "C", "O", "O", "H", "H", "H", "H", "H", "H", "C", "C", "O", "O", "H", "H", "H", "H", "H", "H", "C", "C", "O", "O", "H", "H", "H", "H", "H", "H", "C", "C", "O", "O", "H", "H", "H", "H", "H", "H", "C", "C", "O", "O", "H", "H", "H", "H", "H", "H"], "coordinates": [[2.38446, -6.32588, -19.38104], [1.29944, -6.90779, -16.99398], [2.04399, -6.12268, -17.26850], [1.45705, -7.75277, -17.71355], [1.39172, -7.16667, -15.88203], [0.26615, -6.44419, -17.16039], [3.09623, -3.74609, -20.98376], [3.31780, -3.16723, -19.58124], [3.50695, -4.25058, -18.69321], [1.89774, -4.52082, -21.02219], [3.94742, -4.40447, -21.16000], [3.08457, -2.90864, -21.68392], [2.50809, -2.49798, -19.26972], [4.19712, -2.51404, -19.60365], [3.98360, -3.94100, -17.91649], [1.22972, -3.82871, -20.84513], [5.15450, -6.00222, -13.92023], [3.78286, -6.26399, -14.51038], [3.92806, -7.23767, -15.54040], [6.00230, -5.58130, -14.97184], [5.53325, -6.80911, -13.28810], [5.03158, -5.10919, -13.30009], [3.47845, -5.32052, -14.97853], [2.97776, -6.53001, -13.82029], [3.13318, -7.23250, -16.09002], [6.03460, -6.35171, -15.55679], [-1.70873, -4.09011, -19.00683], [-0.52618, -3.11872, -19.11297], [-0.23610, -2.83155, -20.47000], [-2.93012, -3.33225, -18.99238], [-1.74358, -4.58668, -18.03224], [-1.73103, -4.85834, -19.78416], [0.34418, -3.53413, -18.60288], [-0.72102, -2.20116, -18.55356], [-0.66412, -2.00730, -20.71251], [-3.46204, -3.70871, -18.29104], [-0.88405, -4.47127, -14.43735], [0.49922, -3.96112, -14.80435], [0.89805, -4.09144, -16.15869], [-0.98803, -5.87572, -14.53317], [-1.58898, -4.13538, -15.20898], [-1.16252, -4.02770, -13.48246], [1.31769, -4.15323, -14.09889], [0.48668, -2.86960, -14.66031], [1.08692, -5.01761, -16.45359], [-0.57372, -6.21087, -15.33004], [-2.66597, -10.04334, -17.49323], [-1.77466, -8.96345, -16.86452], [-1.33689, -8.00837, -17.80664], [-3.74455, -9.60554, -18.28287], [-2.87761, -10.70322, -16.65039], [-2.04051, -10.67975, -18.13369], [-0.90850, -9.41131, -16.36620], [-2.33366, -8.41173, -16.09907], [-0.49407, -7.57794, -17.54437], [-3.37602, -9.04577, -18.98045], [2.10150, -11.22923, -18.14012], [3.30786, -12.10274, -17.75237], [2.87908, -12.97287, -16.68402], [1.74427, -10.37569, -17.07428], [1.27920, -11.92228, -18.33111], [2.23924, -10.65643, -19.06211], [4.21496, -11.53652, -17.53855], [3.54761, -12.79196, -18.56316], [2.89676, -12.39384, -15.91163], [1.87405, -9.44607, -17.28796], [-0.10713, -9.30521, -20.80971], [-1.20233, -8.74329, -21.65139], [-2.35805, -8.42146, -20.84504], [0.40871, -8.30588, -19.91811], [0.75010, -9.59623, -21.42108], [-0.37996, -10.19144, -20.23059], [-1.43972, -9.53791, -22.37036], [-0.97884, -7.83702, -22.21303], [-2.85430, -7.74889, -21.31743], [-0.31069, -8.16834, -19.26542]], "atomic_forces_ev_per_a": [[-0.441, 0.086, -0.043], [-0.502, -0.130, 0.585], [1.915, 2.006, -0.459], [0.312, -2.085, -1.343], [0.112, -0.599, 1.437], [-1.401, 0.936, -0.359], [0.257, 0.224, 1.195], [0.312, 0.517, -0.645], [0.007, -0.214, 0.062], [0.473, 0.566, 0.159], [-0.064, -0.002, -0.401], [-0.043, -0.203, -0.282], [-0.316, -0.345, 0.013], [0.180, -0.196, -0.088], [-0.158, -0.188, 0.152], [-0.641, -0.525, -0.231], [-1.013, 1.109, 0.302], [-0.272, 0.061, -0.894], [0.529, -0.258, 0.237], [0.456, -0.782, 0.035], [0.199, -0.155, -0.333], [0.134, -0.203, 0.281], [-0.065, 0.106, 0.038], [0.306, -0.202, 0.341], [0.001, 0.036, 0.292], [0.057, 0.261, -0.172], [-0.510, 0.638, 1.317], [-0.540, -0.728, 0.690], [0.476, 0.215, -0.301], [-0.010, 0.106, -0.632], [0.922, -0.280, -0.139], [0.247, 0.209, -0.146], [0.184, -0.269, -0.351], [-0.344, -0.060, -0.068], [-0.039, -0.048, -0.117], [-0.270, 0.095, -0.051], [0.603, -0.236, -2.058], [0.461, 1.882, 0.157], [-0.059, -0.683, -0.283], [-0.262, -0.592, 1.604], [0.076, 0.847, 0.207], [-0.136, -0.727, 0.262], [-0.195, -1.161, -0.034], [-0.499, 0.047, -0.191], [-0.226, 0.948, 0.759], [0.225, 0.232, -0.257], [1.939, -0.111, -0.374], [-0.401, 0.338, 0.442], [0.080, 0.146, -1.097], [-0.354, 0.200, 0.803], [-1.117, 0.103, -0.145], [0.303, 0.068, -0.021], [-0.128, -0.336, -0.103], [-0.165, -0.198, 0.065], [-0.697, -0.381, 0.363], [0.121, -0.103, 0.009], [0.446, -0.078, -0.154], [-1.105, -0.716, -0.444], [0.846, 0.982, -0.034], [-0.130, -0.148, 0.425], [-0.104, -0.001, 0.105], [0.315, -0.016, -0.037], [-0.088, 0.144, 0.360], [-0.022, 0.147, -0.224], [-0.284, -0.280, 0.166], [-0.016, -0.044, -0.118], [1.256, 1.049, 0.617], [-1.288, -0.502, -0.351], [0.438, -0.353, -0.074], [-0.118, -0.107, -0.068], [-0.214, -0.040, -0.288], [-0.459, 0.043, -0.130], [-0.317, 0.118, -0.121], [0.774, -0.103, 0.059], [-0.086, -0.019, 0.068], [0.137, -0.059, 0.053]]}

=====

Entry 2:
{"formula": "C15H32AuClIP3", "method": "the ωB97M-V functional and the def2-TZVPD basis", "e_above_lowest_ev": 1.060, "gap_ev": [5.12, 5.04], "total_energy_ev": -68239.688, "total_charge": 2, "multiplicity": 3, "species": ["C", "I", "H", "H", "H", "Au", "P", "C", "C", "H", "H", "H", "H", "H", "H", "C", "H", "H", "H", "P", "C", "C", "H", "H", "H", "C", "H", "H", "H", "H", "H", "H", "Cl", "C", "P", "C", "C", "C", "C", "C", "C", "C", "H", "H", "H", "H", "H", "H", "H", "H", "H", "H", "H"], "coordinates": [[-3.35506, 1.23959, -0.94935], [-1.19641, 0.87490, -2.71754], [-3.63562, 1.11993, 0.16672], [-4.00344, 0.58251, -1.54267], [-3.51700, 2.28122, -1.28355], [-1.45234, 0.74891, -0.08942], [-1.67126, -1.72533, 0.07721], [-1.58627, -2.58294, -1.50736], [-0.68486, -2.75255, 1.20446], [-1.23115, -3.70182, 1.32021], [-3.57904, -2.94817, 0.79252], [-0.60114, -2.26414, 2.18163], [-3.42755, -1.35538, 1.62114], [-0.53417, -2.70217, -1.79784], [0.32261, -2.97329, 0.82027], [-3.36498, -1.88322, 0.66289], [-2.05587, -3.57061, -1.38555], [-4.05850, -1.43535, -0.05681], [-2.10934, -2.00355, -2.27722], [-0.69677, 3.01565, 0.47163], [-0.22090, 3.99966, -0.96893], [-2.23901, 3.72035, 1.08160], [0.36090, 2.83304, 2.64871], [0.36561, 4.48910, 1.97420], [1.56042, 3.30112, 1.40243], [0.52566, 3.42339, 1.74598], [-2.58631, 3.10657, 1.91812], [-2.02593, 4.74089, 1.41624], [-0.08991, 5.03998, -0.63271], [-1.00902, 3.94151, -1.72348], [-2.98813, 3.72173, 0.28261], [0.71807, 3.62947, -1.39807], [-1.35117, 0.47880, 2.23303], [2.08445, 0.28136, 1.86485], [1.37778, 0.10971, 0.17420], [2.45444, 1.25896, -0.78525], [2.16746, -1.45171, -0.41143], [2.80855, -2.35783, 0.47193], [3.34832, -3.55432, -0.01682], [3.26005, -3.86381, -1.38707], [2.64236, -2.95567, -2.24637], [2.08612, -1.77206, -1.76998], [2.03532, 1.31343, 2.22204], [3.14313, -0.03768, 1.88665], [1.51325, -0.33510, 2.56351], [2.08466, 1.32863, -1.81393], [3.51090, 0.92441, -0.82825], [2.41746, 2.24983, -0.30998], [2.86130, -2.14532, 1.55083], [3.81741, -4.26795, 0.66614], [3.66590, -4.81008, -1.75612], [2.57448, -3.20088, -3.31868], [1.56454, -1.10369, -2.44736]], "atomic_forces_ev_per_a": [[-2.834, 0.807, 1.039], [0.862, -0.053, -1.378], [-0.163, 0.340, -1.404], [0.613, -0.063, 0.145], [0.351, -0.624, 0.242], [3.061, -1.155, 1.631], [-0.797, 0.047, -0.677], [0.053, 0.054, -0.138], [0.371, 0.280, 0.256], [0.078, 0.305, -0.070], [-0.157, 0.154, 0.042], [-0.064, -0.171, -0.148], [-0.172, -0.205, -0.133], [-0.271, -0.012, 0.004], [-0.441, 0.157, -0.002], [0.026, 0.028, 0.139], [0.163, 0.236, -0.072], [0.115, -0.148, 0.151], [0.089, -0.246, 0.164], [-0.963, 0.384, -0.776], [0.124, 0.064, 0.118], [0.128, 0.124, 0.094], [-0.025, 0.100, -0.047], [0.018, -0.305, -0.069], [-0.336, 0.040, 0.025], [0.204, -0.186, 0.095], [-0.033, 0.207, -0.055], [-0.268, -0.091, -0.005], [-0.026, -0.258, -0.185], [0.134, 0.060, 0.061], [0.162, 0.091, 0.236], [-0.239, 0.129, 0.054], [0.171, -0.038, 0.951], [-0.388, -0.052, 0.381], [3.181, -0.750, -0.192], [-0.320, 0.653, -0.267], [-0.625, -0.414, 0.511], [-0.239, -0.170, 0.120], [-0.156, 0.234, -0.149], [-0.028, 0.314, 0.577], [-0.002, -0.237, -0.706], [-0.010, -0.213, 0.031], [-0.095, -0.220, -0.181], [-0.507, 0.161, -0.341], [0.099, 0.072, -0.013], [0.067, 0.108, 0.164], [-0.707, -0.091, 0.325], [0.026, -0.213, -0.306], [0.005, -0.196, -0.656], [-0.121, 0.371, -0.197], [-0.173, 0.409, 0.076], [0.023, 0.234, 0.627], [0.037, -0.053, -0.094]]}